{"formula": "C2H11N2Si", "method": "the ωB97M-V functional and the def2-TZVPD basis", "symbols": ["C", "C", "N", "N", "Si", "H", "H", "H", "H", "H", "H", "H", "H", "H", "H", "H"], "positions_angstrom": [[0.2539, 0.0899, 0.5938], [0.0355, -1.2983, 0.3486], [-1.1764, -1.7302, -0.1581], [-2.6069, 1.1348, -0.2169], [4.2989, 0.6075, -0.4158], [1.2361, 0.3651, 0.4164], [-0.4485, 0.7942, 0.0131], [0.0802, 0.3295, 1.6138], [-1.6138, -2.6318, -0.2317], [-1.6747, -0.8936, -0.3174], [-2.8111, 0.8471, -1.1405], [-3.0424, 1.9955, -0.0043], [-3.0314, 0.4828, 0.3793], [5.3980, 1.0259, 0.3950], [4.3875, 1.0544, -1.8352], [0.7152, -2.1728, 0.5601]], "lowdin_charge": [-0.0588, 0.0028, 0.2233, 0.0481, 0.6352, -0.0091, 0.1086, 0.1166, 0.1462, 0.0505, 0.0302, 0.0365, 0.0132, -0.2692, -0.2430, 0.1689], "homo_ev": -11.06, "e_lumo_ev": -5.08, "fmax_ev_per_a": 5.9, "total_charge": 1, "homo_lumo_gap_ev": 5.98, "multiplicity": 1, "e_above_lowest_ev": 3.373, "energy_ha": -481.40553}